1.
{
  "formula": "C6H14CdO3",
  "method": "the ωB97M-V functional and the def2-TZVPD basis",
  "elements": ["H", "C", "H", "H", "H", "C", "O", "C", "C", "O", "C", "C", "O", "H", "H", "H", "H", "H", "H", "H", "H", "H", "H", "Cd"],
  "positions_angstrom": [[3.053, -2.286, -0.081], [2.193, -2.007, 0.536], [2.292, -2.341, 1.572], [1.236, -2.343, 0.131], [2.856, -0.450, 1.179], [-3.554, 1.583, 1.260], [-2.224, 1.166, 1.004], [-2.014, 0.388, -0.207], [-0.567, -0.053, -0.220], [0.074, 0.605, -1.320], [1.272, 0.019, -1.722], [2.384, 0.252, -0.723], [2.028, -0.441, 0.537], [-3.549, 2.132, 2.207], [-3.898, 2.236, 0.447], [-4.211, 0.705, 1.339], [-2.284, 1.020, -1.066], [-2.692, -0.476, -0.150], [-0.565, -1.142, -0.395], [1.602, 0.513, -2.647], [1.134, -1.060, -1.916], [2.510, 1.313, -0.492], [3.345, -0.149, -1.064], [-0.421, 0.819, 1.792]],
  "de_lowest_kcal_mol": 47.34,
  "homo_ev": -16.54,
  "charge": 2,
  "e_tot_ev": -17133.7123,
  "spin_multiplicity": 1
}


2.
{
  "formula": "C38H44BrHfIN5O4P2S",
  "method": "the ωB97M-V functional and the def2-TZVPD basis",
  "elements": ["Hf", "O", "C", "O", "C", "C", "C", "C", "C", "N", "C", "O", "O", "H", "H", "H", "H", "C", "P", "C", "N", "C", "C", "C", "C", "C", "C", "N", "C", "P", "C", "C", "C", "C", "C", "C", "C", "C", "C", "H", "H", "H", "H", "H", "H", "H", "H", "H", "H", "H", "H", "H", "H", "H", "H", "H", "H", "H", "H", "H", "H", "H", "H", "H", "H", "H", "H", "S", "C", "N", "C", "C", "C", "C", "C", "C", "N", "H", "H", "H", "H", "H", "H", "H", "H", "Br", "C", "C", "C", "C", "C", "C", "I", "H", "H", "H", "H"],
  "positions_angstrom": [[-0.784, -1.214, 0.616], [-2.848, -4.187, 2.716], [-2.470, -3.241, 1.845], [-1.465, -2.399, 2.192], [-3.047, -3.110, 0.623], [-4.110, -3.917, 0.009], [-4.704, -3.478, -1.142], [-4.087, -2.346, -1.891], [-2.984, -1.750, -1.389], [-2.449, -2.108, -0.166], [-2.122, -0.746, -2.073], [-2.075, -0.449, -3.227], [-1.208, -0.287, -1.135], [-2.094, -4.313, 3.344], [-4.540, -4.715, 0.539], [-5.522, -4.107, -1.504], [-4.452, -1.993, -2.791], [2.464, 1.064, 1.131], [0.765, 1.220, 0.337], [0.083, 2.545, 1.522], [0.833, 3.603, 1.596], [0.443, 4.592, 2.462], [1.161, 5.801, 2.579], [0.686, 6.747, 3.463], [-0.544, 6.604, 4.154], [-1.179, 5.416, 4.097], [-0.726, 4.388, 3.217], [-1.404, 3.248, 3.264], [-0.969, 2.248, 2.463], [-1.877, 0.649, 2.382], [-2.234, 0.193, 4.111], [-3.549, 1.205, 1.802], [-4.164, 2.437, 2.525], [-3.454, 1.544, 0.334], [-4.496, 0.008, 2.002], [1.133, 2.103, -1.333], [2.314, 3.094, -1.269], [1.403, 1.044, -2.392], [-0.130, 2.899, -1.655], [2.983, 2.021, 1.038], [3.081, -1.157, 0.865], [2.286, 0.929, 2.161], [2.039, 6.031, 1.992], [1.214, 7.683, 3.566], [-0.848, 7.398, 4.766], [-2.078, 5.144, 4.669], [-2.879, 0.892, 4.584], [-1.298, 0.301, 4.714], [-2.494, -0.850, 4.243], [-3.662, 3.381, 2.347], [-4.250, 2.239, 3.609], [-5.217, 2.545, 2.254], [-2.738, 2.311, 0.109], [-4.374, 1.964, -0.021], [-3.143, 0.638, -0.215], [-4.601, -0.301, 3.053], [-4.019, -0.855, 1.537], [-5.424, 0.126, 1.459], [3.253, 2.522, -1.176], [2.302, 3.812, -0.497], [2.260, 3.645, -2.196], [2.112, 0.325, -2.010], [1.740, 1.451, -3.359], [0.490, 0.517, -2.592], [-0.274, 3.698, -0.912], [-0.981, 2.237, -1.655], [-0.205, 3.306, -2.642], [5.519, 0.055, -0.942], [4.321, 0.078, -0.073], [3.254, -0.103, 0.584], [1.505, -1.982, 3.070], [1.937, -2.372, 1.677], [3.151, -2.899, 1.276], [3.050, -3.116, -0.133], [1.800, -2.817, -0.485], [1.085, -2.994, -1.761], [1.094, -2.355, 0.616], [1.176, -2.876, 3.638], [0.681, -1.228, 2.999], [2.335, -1.532, 3.593], [4.073, -3.015, 1.903], [3.831, -3.524, -0.808], [1.753, -2.876, -2.576], [0.267, -2.289, -1.925], [0.658, -4.062, -1.904], [5.139, -0.566, -5.052], [4.513, -2.222, -5.638], [5.310, -3.373, -5.503], [4.773, -4.615, -5.857], [3.539, -4.709, -6.449], [2.771, -3.578, -6.639], [3.222, -2.356, -6.145], [1.826, -0.809, -6.170], [6.318, -3.281, -5.085], [5.331, -5.480, -5.575], [3.095, -5.650, -6.588], [1.800, -3.697, -7.094]],
  "de_lowest_kcal_mol": 105.27,
  "homo_ev": -8.06,
  "charge": 1,
  "e_tot_ev": -164619.0368,
  "spin_multiplicity": 1
}


3.
{
  "formula": "C27H36CrN2O2STe",
  "method": "the ωB97M-V functional and the def2-TZVPD basis",
  "elements": ["Cr", "C", "C", "C", "C", "C", "C", "C", "C", "C", "C", "H", "H", "H", "H", "H", "H", "H", "H", "H", "H", "H", "H", "H", "H", "C", "C", "N", "C", "C", "C", "O", "C", "C", "C", "C", "N", "C", "H", "H", "H", "H", "H", "H", "H", "H", "H", "H", "H", "H", "H", "H", "C", "S", "O", "C", "C", "C", "C", "C", "C", "H", "H", "H", "H", "H", "H", "H", "H", "Te"],
  "positions_angstrom": [[-0.964, -0.582, 0.139], [3.449, -2.250, 1.837], [2.253, -3.198, 1.819], [2.137, -3.857, 0.436], [0.942, -2.522, 2.162], [0.799, -1.148, 2.192], [-0.451, -0.554, 2.415], [-1.589, -1.344, 2.611], [-2.898, -0.711, 3.021], [-1.428, -2.733, 2.622], [-0.192, -3.302, 2.416], [4.368, -2.813, 1.664], [3.546, -1.731, 2.794], [3.360, -1.509, 1.038], [2.421, -3.985, 2.561], [2.048, -3.085, -0.335], [1.259, -4.505, 0.374], [3.023, -4.461, 0.225], [1.659, -0.508, 2.051], [-0.498, 0.495, 2.680], [-2.951, -0.630, 4.109], [-3.750, -1.309, 2.695], [-3.003, 0.295, 2.614], [-2.292, -3.363, 2.800], [-0.092, -4.383, 2.446], [3.114, 2.489, 0.140], [2.169, 3.417, -0.609], [1.627, 4.496, 0.231], [2.563, 5.537, 0.658], [2.923, 5.438, 2.134], [0.323, 4.707, 0.529], [-0.074, 5.723, 1.084], [-0.690, 3.650, 0.169], [-1.857, 4.018, -0.479], [-2.797, 3.043, -0.760], [-2.524, 1.735, -0.409], [-1.398, 1.372, 0.213], [-0.527, 2.327, 0.527], [3.360, 1.640, -0.497], [2.650, 2.104, 1.052], [4.038, 3.003, 0.422], [1.364, 2.838, -1.054], [2.706, 3.883, -1.438], [2.107, 6.506, 0.462], [3.453, 5.441, 0.036], [2.022, 5.532, 2.742], [3.607, 6.243, 2.411], [3.403, 4.484, 2.359], [-2.011, 5.053, -0.758], [-3.723, 3.282, -1.264], [-3.215, 0.938, -0.653], [0.365, 1.999, 1.047], [-1.555, -4.660, -1.653], [-0.617, -3.087, -1.648], [-1.258, -2.532, -0.350], [-1.549, -2.457, -3.038], [-1.064, -2.706, -4.311], [-1.791, -2.268, -5.408], [-2.995, -1.600, -5.228], [-3.483, -1.386, -3.945], [-2.762, -1.823, -2.844], [-2.617, -4.447, -1.534], [-1.188, -5.260, -0.819], [-1.366, -5.164, -2.601], [-0.107, -3.200, -4.438], [-1.414, -2.444, -6.408], [-3.552, -1.248, -6.087], [-4.429, -0.878, -3.801], [-3.128, -1.674, -1.835], [0.740, -0.373, -1.731]],
  "de_lowest_kcal_mol": 6.35,
  "homo_ev": [-5.57, -5.89],
  "e_tot_ev": -82208.2259,
  "spin_multiplicity": 5
}


4.
{
  "formula": "C19H22ClNO2",
  "method": "the ωB97M-V functional and the def2-TZVPD basis",
  "elements": ["C", "C", "O", "C", "C", "C", "C", "C", "Cl", "C", "C", "O", "N", "C", "C", "C", "C", "C", "C", "C", "C", "C", "C", "H", "H", "H", "H", "H", "H", "H", "H", "H", "H", "H", "H", "H", "H", "H", "H", "H", "H", "H", "H", "H", "H"],
  "positions_angstrom": [[-1.087, 0.012, -2.870], [-2.241, 0.215, -1.889], [-2.450, -1.022, -1.227], [-3.558, -1.176, -0.451], [-3.778, -2.461, 0.046], [-4.871, -2.718, 0.846], [-5.765, -1.710, 1.169], [-5.536, -0.438, 0.675], [-6.629, 0.840, 1.070], [-4.443, -0.153, -0.130], [-1.863, 1.348, -0.920], [-2.139, 2.507, -1.148], [-1.191, 0.921, 0.162], [-0.636, 1.828, 1.139], [0.791, 2.255, 0.784], [1.771, 1.084, 0.772], [3.191, 1.541, 0.422], [4.127, 0.367, 0.379], [4.237, -0.404, -0.772], [5.068, -1.509, -0.805], [5.800, -1.861, 0.315], [5.697, -1.102, 1.468], [4.864, 0.003, 1.499], [-0.193, -0.300, -2.334], [-0.887, 0.943, -3.392], [-1.346, -0.758, -3.591], [-3.142, 0.515, -2.439], [-3.078, -3.240, -0.213], [-5.035, -3.716, 1.224], [-6.623, -1.905, 1.792], [-4.298, 0.855, -0.483], [-0.976, -0.061, 0.236], [-0.659, 1.343, 2.118], [-1.281, 2.710, 1.156], [1.120, 3.000, 1.510], [0.774, 2.730, -0.199], [1.781, 0.602, 1.753], [1.452, 0.341, 0.038], [3.175, 2.038, -0.551], [3.531, 2.263, 1.167], [3.671, -0.130, -1.651], [5.146, -2.097, -1.709], [6.451, -2.723, 0.290], [6.267, -1.370, 2.345], [4.788, 0.594, 2.400]],
  "de_lowest_kcal_mol": 2.34,
  "homo_ev": -8.84,
  "e_tot_ev": -38168.5506,
  "spin_multiplicity": 1
}


5.
{
  "formula": "C5H8O",
  "method": "the ωB97M-V functional and the def2-TZVPD basis",
  "elements": ["C", "C", "C", "C", "C", "O", "H", "H", "H", "H", "H", "H", "H", "H"],
  "positions_angstrom": [[2.471, -0.760, -0.090], [1.122, -0.848, 0.528], [0.146, 0.046, 0.398], [-1.192, -0.077, -0.203], [-2.071, 0.947, 0.038], [-3.412, 1.172, 0.006], [3.292, -1.329, 0.385], [2.711, 0.295, -0.171], [2.394, -1.270, -1.088], [0.706, -1.790, 0.615], [0.440, 1.206, 0.337], [-1.637, -1.127, -0.133], [-1.454, 1.848, 0.206], [-3.514, 1.687, -0.827]],
  "de_lowest_kcal_mol": 80.69,
  "homo_ev": -8.16,
  "e_tot_ev": -7358.7562,
  "spin_multiplicity": 1
}


6.
{
  "formula": "C4H12N2",
  "method": "the ωB97M-V functional and the def2-TZVPD basis",
  "elements": ["N", "C", "C", "C", "C", "N", "H", "H", "H", "H", "H", "H", "H", "H", "H", "H", "H", "H"],
  "positions_angstrom": [[1.380, 1.859, 2.346], [0.899, 1.471, 0.971], [0.174, 0.394, 0.741], [-0.267, -0.030, -0.616], [-0.457, -1.497, -0.911], [-1.459, -1.730, -2.020], [0.635, 1.884, 3.034], [2.090, 1.181, 2.639], [1.667, 2.851, 2.271], [1.436, 2.076, 0.238], [-0.086, -0.270, 1.647], [0.396, 0.416, -1.407], [-1.055, 0.713, -0.866], [0.576, -1.826, -1.036], [-0.846, -2.082, -0.058], [-2.382, -1.452, -1.695], [-1.310, -1.249, -2.939], [-1.390, -2.709, -2.340]],
  "de_lowest_kcal_mol": 15.75,
  "homo_ev": -18.41,
  "charge": 2,
  "e_tot_ev": -7305.0507,
  "spin_multiplicity": 1
}